Molecular formula: C48H80N4O24P4
Method: DFT, the ωB97M-V functional and the def2-TZVPD basis

The SMILES is O=[N+]([O-])c1ccccc1.O=[N+]([O-])c1ccccc1.O=[N+]([O-])c1ccccc1.O=[N+]([O-])c1ccccc1.CCOP(=O)(OCC)OCC.CCOP(=O)(OCC)OCC.CCOP(=O)(OCC)OCC.CCOP(=O)(OCC)OCC. The total energy is -143328.0112 eV. The maximum force comes out at 3.08 eV Å⁻¹. The LUMO energy comes out at -0.44 eV.

Element x y z (Å)
O 24.532 -22.055 9.561
N 23.552 -22.759 9.369
O 23.513 -23.930 9.752
C 22.503 -22.110 8.652
C 22.846 -20.968 7.857
C 21.828 -20.356 7.263
C 20.521 -20.899 7.242
C 20.279 -22.056 7.952
C 21.266 -22.636 8.744
H 23.853 -20.589 7.799
H 22.031 -19.456 6.739
H 19.737 -20.463 6.683
H 19.277 -22.529 7.951
H 21.113 -23.446 9.435
O 27.276 -15.360 13.651
N 27.126 -14.264 13.124
O 27.645 -13.230 13.431
C 26.161 -14.179 12.082
C 25.315 -13.124 11.995
C 24.270 -13.163 11.087
C 24.177 -14.184 10.194
C 25.116 -15.187 10.225
C 26.072 -15.281 11.222
H 25.447 -12.251 12.630
H 23.687 -12.228 10.971
H 23.541 -14.189 9.302
H 25.258 -15.980 9.507
H 26.737 -16.109 11.415
O 20.031 -13.854 7.948
N 20.511 -14.718 8.610
O 21.470 -15.361 8.303
C 19.873 -14.977 9.976
C 20.113 -16.233 10.506
C 19.680 -16.531 11.770
C 19.090 -15.477 12.525
C 18.906 -14.244 11.958
C 19.209 -13.979 10.660
H 20.803 -16.926 10.014
H 19.787 -17.504 12.235
H 18.792 -15.672 13.512
H 18.430 -13.491 12.521
H 19.033 -13.032 10.224
O 23.449 -17.986 8.491
N 23.574 -18.426 9.639
O 22.625 -18.693 10.333
C 24.893 -18.678 10.191
C 25.931 -19.047 9.302
C 27.167 -19.369 9.817
C 27.323 -19.373 11.162
C 26.326 -18.984 12.010
C 25.029 -18.674 11.545
H 25.831 -18.933 8.243
H 27.980 -19.699 9.122
H 28.265 -19.688 11.612
H 26.594 -18.891 13.091
H 24.190 -18.387 12.191
C 29.925 -22.396 10.477
C 30.743 -22.039 11.731
O 29.919 -21.335 12.736
P 28.994 -22.123 13.723
O 29.071 -23.554 13.684
O 27.542 -21.555 13.356
C 26.632 -22.492 12.722
C 25.206 -22.226 13.255
O 29.373 -21.407 15.042
C 28.529 -21.679 16.176
C 29.256 -20.977 17.351
H 30.379 -23.060 9.759
H 28.963 -22.694 10.779
H 29.685 -21.426 10.010
H 31.239 -22.885 12.259
H 31.518 -21.255 11.547
H 26.633 -22.213 11.664
H 26.908 -23.522 12.877
H 24.962 -22.733 14.162
H 25.084 -21.148 13.308
H 24.571 -22.739 12.502
H 27.501 -21.301 15.939
H 28.417 -22.759 16.324
H 30.303 -21.284 17.250
H 29.389 -19.890 17.174
H 28.766 -21.105 18.349
C 29.058 -16.868 6.613
C 27.763 -16.595 5.895
O 26.955 -17.781 6.054
P 25.735 -18.072 5.053
O 24.939 -19.120 5.675
O 25.076 -16.649 4.675
C 24.039 -16.193 5.486
C 24.471 -14.973 6.271
O 26.456 -18.496 3.707
C 25.603 -19.272 2.821
C 26.322 -19.344 1.510
H 29.427 -17.818 6.277
H 29.752 -16.087 6.351
H 28.933 -16.841 7.704
H 27.170 -15.745 6.238
H 27.970 -16.418 4.824
H 23.227 -15.992 4.750
H 23.608 -16.967 6.123
H 24.927 -14.177 5.715
H 23.578 -14.585 6.666
H 25.141 -15.178 7.068
H 25.512 -20.251 3.253
H 24.611 -18.796 2.754
H 26.468 -18.308 1.171
H 27.252 -19.854 1.642
H 25.670 -19.909 0.760
C 17.436 -18.557 3.470
C 15.923 -18.334 4.017
O 15.708 -17.464 5.176
P 16.497 -17.886 6.544
O 16.371 -19.266 6.969
O 17.965 -17.498 6.110
C 18.976 -17.548 7.115
C 20.358 -17.433 6.469
O 15.962 -16.811 7.586
C 16.067 -15.459 7.190
C 16.014 -14.563 8.438
H 17.264 -18.888 2.442
H 17.881 -17.587 3.405
H 18.020 -19.220 4.074
H 15.473 -17.751 3.249
H 15.493 -19.267 4.255
H 18.806 -16.790 7.882
H 18.992 -18.586 7.620
H 20.652 -18.371 5.960
H 20.354 -16.628 5.706
H 21.064 -17.213 7.285
H 16.995 -15.228 6.664
H 15.239 -15.232 6.571
H 15.047 -14.621 8.842
H 16.766 -14.835 9.161
H 16.246 -13.505 8.151
C 22.572 -15.979 14.409
C 21.741 -16.472 15.517
O 20.869 -17.426 14.926
P 21.125 -18.965 15.085
O 22.117 -19.312 16.140
O 19.641 -19.513 15.391
C 19.034 -19.439 16.646
C 19.409 -20.590 17.564
O 21.410 -19.483 13.624
C 21.376 -20.933 13.386
C 21.759 -21.340 11.967
H 23.385 -16.739 14.166
H 21.959 -15.748 13.566
H 23.126 -15.101 14.764
H 22.361 -16.961 16.260
H 21.016 -15.789 15.878
H 19.381 -18.524 17.193
H 17.976 -19.363 16.512
H 19.207 -21.615 17.159
H 20.495 -20.577 17.745
H 18.746 -20.611 18.428
H 22.135 -21.280 14.117
H 20.372 -21.239 13.655
H 22.174 -22.391 11.935
H 20.881 -21.307 11.330
H 22.550 -20.719 11.522

Atomic partial charges in e from the Mulliken method, atoms 1 to 4: -0.535, 1.081, -0.668, 0.225

---

Molecular formula: C28H48O24
Method: DFT, the ωB97M-V functional and the def2-TZVPD basis

The SMILES is C[C@H]1COC(=O)O1.C[C@H]1COC(=O)O1.C[C@H]1COC(=O)O1.C[C@H]1COC(=O)O1.COC(=O)OC.COC(=O)OC.COC(=O)OC.COC(=O)OC. The total energy is -78947.3494 eV. The maximum force comes out at 9.16 eV Å⁻¹. The LUMO energy comes out at 0.10 eV.

Element x y z (Å)
C 13.465 -17.662 -8.154
C 14.909 -18.120 -8.234
C 15.683 -18.106 -6.890
O 16.062 -19.382 -6.616
C 15.762 -20.135 -7.642
O 16.141 -21.297 -7.747
O 15.073 -19.502 -8.561
H 12.911 -17.869 -9.105
H 13.585 -16.546 -7.952
H 12.931 -18.250 -7.404
H 15.342 -17.411 -8.912
H 15.012 -17.767 -6.172
H 16.533 -17.388 -6.931
C 22.797 -15.432 -0.167
C 21.863 -16.373 0.577
C 21.530 -17.693 -0.152
O 21.702 -18.616 0.894
C 22.262 -18.042 1.970
O 22.471 -18.616 2.963
O 22.433 -16.806 1.816
H 22.267 -14.995 -1.025
H 23.742 -15.847 -0.473
H 23.002 -14.543 0.420
H 20.898 -15.807 0.610
H 22.205 -17.934 -0.978
H 20.488 -17.716 -0.609
C 12.944 -21.092 -6.139
C 12.984 -22.401 -5.471
C 14.300 -23.146 -5.388
O 14.561 -23.178 -3.941
C 13.532 -22.659 -3.289
O 13.359 -22.609 -2.046
O 12.610 -22.277 -4.141
H 12.860 -21.226 -7.222
H 13.794 -20.511 -5.925
H 12.102 -20.379 -5.942
H 12.224 -23.075 -5.909
H 15.027 -22.633 -6.014
H 14.242 -24.159 -5.839
C 16.154 -22.528 -0.421
C 16.009 -22.206 1.067
C 16.428 -23.334 1.994
O 17.379 -22.686 2.858
C 17.674 -21.500 2.449
O 18.561 -20.826 2.951
O 16.889 -21.164 1.351
H 15.555 -23.360 -0.686
H 17.115 -22.599 -0.825
H 15.706 -21.721 -0.880
H 15.020 -21.873 1.259
H 16.813 -24.140 1.403
H 15.538 -23.726 2.569
C 16.886 -14.044 1.695
O 16.073 -15.087 1.040
C 16.701 -16.140 0.517
O 18.168 -16.243 0.552
O 15.898 -17.114 0.026
C 16.458 -18.435 -0.270
H 16.726 -13.916 2.764
H 16.609 -13.159 1.208
H 17.967 -14.130 1.640
H 17.374 -18.526 0.389
H 16.745 -18.477 -1.339
H 15.771 -19.259 -0.010
C 19.591 -20.554 -0.253
O 18.840 -19.972 -1.309
C 18.433 -20.770 -2.306
O 18.955 -22.046 -2.539
O 17.436 -20.219 -3.096
C 16.809 -21.012 -4.106
H 19.448 -19.889 0.566
H 20.612 -20.479 -0.673
H 19.448 -21.610 0.038
H 16.695 -21.978 -3.832
H 17.435 -20.907 -4.960
H 15.824 -20.585 -4.292
C 20.196 -18.983 -4.697
O 19.237 -18.069 -4.213
C 19.676 -17.051 -3.490
O 21.009 -16.934 -3.039
O 18.716 -16.171 -3.092
C 19.029 -15.030 -2.282
H 19.795 -19.824 -5.262
H 20.691 -19.451 -3.804
H 20.960 -18.450 -5.338
H 18.164 -14.534 -1.752
H 19.715 -14.305 -2.639
H 19.724 -15.334 -1.468
C 16.031 -17.072 -3.655
O 14.633 -17.164 -3.931
C 13.966 -18.228 -3.678
O 14.387 -19.195 -2.737
O 12.841 -18.319 -4.339
C 11.837 -19.105 -3.753
H 16.135 -16.419 -2.773
H 16.536 -16.629 -4.498
H 16.502 -18.053 -3.449
H 10.888 -19.121 -4.334
H 11.596 -18.525 -2.841
H 12.198 -20.103 -3.460

Atomic partial charges in e from the Mulliken method, atoms 1 to 4: -1.066, 0.235, -0.342, 0.390

---

Molecular formula: AsF6H82O41
Method: DFT, the ωB97M-V functional and the def2-TZVPD basis

As for the net charge: -1. The total energy is -162432.8458 eV. The maximum force comes out at 2.89 eV Å⁻¹. The LUMO energy comes out at 0.69 eV.

Element x y z (Å)
As -0.070 -0.445 0.256
F 0.281 -1.845 1.331
F -0.258 0.584 1.729
F -0.462 0.943 -0.802
F 0.268 -1.414 -1.191
F -1.839 -0.968 0.298
F 1.684 0.034 0.331
O 0.709 3.786 -2.933
H 1.625 3.961 -2.717
H 0.261 3.773 -2.087
O 4.799 2.373 1.833
H 4.307 1.755 2.374
H 4.374 3.217 1.985
O 3.563 -4.770 -3.124
H 3.572 -4.574 -2.187
H 2.684 -5.110 -3.290
O 0.676 -4.736 3.817
H 0.905 -5.627 4.081
H 0.992 -4.664 2.916
O 6.982 -1.048 0.473
H 7.344 -0.304 -0.010
H 6.237 -0.685 0.951
O 5.005 1.549 -2.525
H 5.911 1.685 -2.804
H 5.050 0.811 -1.917
O 4.150 0.094 0.041
H 3.356 0.569 -0.206
H 4.217 0.215 0.988
O -1.469 -0.256 -6.540
H -1.028 -0.124 -5.701
H -1.292 0.544 -7.034
O -4.641 -0.241 -4.440
H -4.269 0.183 -3.666
H -4.448 -1.171 -4.321
O 2.999 1.877 -5.024
H 2.247 1.620 -5.558
H 2.971 1.286 -4.271
O 2.721 1.252 6.657
H 2.071 0.890 6.055
H 2.205 1.630 7.369
O -6.506 1.553 -1.788
H -6.962 0.994 -2.416
H -5.742 1.041 -1.522
O 0.105 5.039 -0.406
H -0.153 5.368 0.455
H 0.927 4.574 -0.249
O 3.347 3.647 -2.191
H 3.815 2.846 -2.425
H 3.854 4.019 -1.469
O 0.002 -4.507 -3.809
H 0.675 -3.847 -3.643
H 0.492 -5.315 -3.964
O -4.239 4.103 -2.478
H -3.756 3.586 -1.834
H -5.148 3.819 -2.382
O -4.869 0.443 1.143
H -4.854 1.183 1.750
H -4.488 -0.282 1.638
O -3.200 3.101 5.498
H -2.814 3.166 4.624
H -2.455 2.942 6.078
O -2.801 2.700 2.765
H -3.162 3.525 2.440
H -2.408 2.290 1.994
O -2.318 -1.710 5.707
H -2.953 -1.753 6.422
H -1.840 -2.537 5.761
O -3.793 -0.049 -1.310
H -4.434 -0.087 -0.600
H -3.001 -0.440 -0.939
O 1.671 3.350 1.669
H 1.360 2.700 2.300
H 2.139 3.994 2.200
O -1.517 -4.578 5.689
H -0.638 -4.633 5.314
H -2.091 -4.935 5.012
O 6.732 2.008 -0.009
H 6.501 2.782 -0.523
H 6.127 2.024 0.733
O 3.451 -0.024 2.861
H 2.530 -0.229 2.700
H 3.556 -0.116 3.808
O 1.624 -3.599 -0.114
H 1.264 -2.913 0.448
H 0.877 -3.909 -0.624
O 1.845 -1.845 -3.468
H 2.667 -2.133 -3.071
H 1.341 -1.482 -2.739
O -3.470 -5.434 -1.270
H -3.919 -5.872 -1.993
H -2.556 -5.382 -1.552
O -5.171 -2.910 -2.896
H -4.344 -2.666 -2.481
H -4.971 -3.715 -3.374
O 0.931 -2.139 -6.014
H 0.163 -1.600 -5.829
H 1.405 -2.175 -5.183
O -2.909 -4.645 -4.514
H -2.845 -5.564 -4.774
H -2.010 -4.393 -4.303
O -1.917 4.026 -4.371
H -1.665 4.820 -3.899
H -2.798 3.828 -4.053
O -2.457 3.331 -0.412
H -1.998 4.157 -0.260
H -1.764 2.708 -0.627
O 1.950 -2.250 4.847
H 1.431 -1.826 5.530
H 1.424 -3.005 4.581
O 4.006 -2.391 -1.406
H 4.134 -1.607 -0.871
H 3.417 -2.940 -0.890
O -1.257 1.483 -4.124
H -0.956 1.341 -3.227
H -1.312 2.435 -4.211
O 0.370 -1.543 6.956
H 0.163 -1.269 7.849
H -0.124 -0.941 6.400
O -3.774 -1.141 3.230
H -3.878 -2.091 3.178
H -3.172 -1.004 3.962
O -1.913 0.882 7.296
H -2.869 0.841 7.288
H -1.656 0.655 6.402
O 0.729 3.665 -5.616
H 0.774 3.751 -4.663
H -0.011 4.216 -5.872
O 0.001 1.033 5.279
H -0.023 1.989 5.313
H -0.312 0.816 4.400

Atomic partial charges in e from the Mulliken method, atoms 1 to 4: 2.192, -0.678, -0.525, -0.350

---

Molecular formula: C5H9NO2
Method: DFT, the ωB97M-V functional and the def2-TZVPD basis

As for the net charge: +1. Its expectation value of S² is 0.7663. The total energy is -10902.6607 eV. The maximum force comes out at 4.60 eV Å⁻¹. The LUMO energy (spin up / spin down) comes out at -7.45 / -7.47 eV. Its spin multiplicity is 2.

Element x y z (Å)
O 2.899 -0.929 0.918
C 2.111 -0.996 0.030
C 1.306 0.467 -0.609
C 0.591 -0.506 0.209
C -2.463 -0.826 0.483
C -2.876 0.334 -0.288
O -2.256 1.379 -0.284
N 1.770 1.518 0.096
H 2.226 -1.741 -0.765
H 1.137 0.535 -1.681
H -0.042 -1.195 -0.346
H 0.073 0.044 0.979
H -3.278 -1.510 0.695
H -1.889 -0.511 1.342
H -3.674 0.169 -1.023
H 2.613 1.362 0.640
H 1.752 2.405 -0.395

Atomic partial charges in e from the Mulliken method, atoms 1 to 4: -0.340, -0.046, 0.360, -0.618

---

Calculated values (kJ/mol) of relative energy (zero: lowest compared OMol25 entry of this formula, charge and spin) for the records, taken in order: 0.0; 681.1; 167.3; 566.1.